Molecular formula: C7H10
Method: DFT, wB97M-V/def2-TZVPD

Results
Charge ... 0
Gap between HOMO and LUMO ... 8.7 eV
Electronic energy ... -7417.3899 eV
M ... 94.16 Da
Max |F| ... 0.0348 Eh/bohr
HOMO energy ... -7.59 eV
Structure (SMILES) ... C[C@@H]1[C@@H]2C=CC[C@H]12

Atoms and positions in Å:
C -0.463 -0.975 1.230
H -0.265 -1.106 -2.539
H -0.824 1.852 -0.155
H -0.095 2.030 1.437
H -0.830 -1.940 1.564
C 1.009 0.630 0.201
C -0.309 1.304 0.643
H -0.246 0.652 -2.486
C -0.252 -0.251 -1.857
H 1.759 -1.244 1.111
H -1.195 -0.238 -1.287
H 1.917 1.177 0.441
H -2.188 0.280 1.481
C 1.002 -0.251 -1.017
C -1.153 0.169 1.179
H 1.262 -1.321 -0.633
C 0.873 -0.768 0.686